## 1
This record from the Open Molecules 2025 dataset describes a 2-piece molecular cluster, CHN3O2 overall. The level of theory is wB97M-V/def2-TZVPD.

Cartesian coordinates (Å):
N -1.8360 -0.6070 -0.1753
N -2.9186 -0.4127 -0.0540
O -4.0204 -0.2270 0.1603
N 0.2853 0.7130 -0.1319
C -0.6865 1.3585 0.1292
O -1.5895 2.0873 0.1278
H 0.3371 -0.1925 -0.5494

The value obtained for the highest occupied orbital energy is -10.983 eV. As for the LUMO energy: 0.816 eV. The orbital gap comes out at 0.434 hartree.



## 2
This record from the Open Molecules 2025 dataset describes one molecule with the formula CHN3O2. The level of theory is wB97M-V/def2-TZVPD.

Cartesian coordinates (Å):
O -0.7146 1.2654 -1.3839
C -0.3807 0.6480 -0.4104
N 0.2802 -0.5798 -0.4027
N 0.5644 -0.9899 0.8266
N 0.1254 -0.1892 1.6596
O -0.5253 0.9187 0.9091
H 0.6508 -1.0732 -1.1982

The value obtained for the highest occupied orbital energy is -11.072 eV. As for the LUMO energy: 0.609 eV. The orbital gap comes out at 0.429 hartree.



2 is favored, and the nearest alternative lies 55.3 kJ/mol above it.



## 1
This record from the Open Molecules 2025 dataset describes an isolated ion of composition H2N2O4P and charge -1. The level of theory is wB97M-V/def2-TZVPD.

Cartesian coordinates (Å):
N 1.0973 -0.4850 -0.1186
N -1.4012 0.6847 0.0623
O -0.6494 1.6400 0.0616
O -1.2390 -1.9492 -0.5065
O -2.6177 0.7934 -0.0821
O 2.3000 0.4538 0.0674
P -0.8750 -1.0393 0.5781
H 1.5306 -1.3965 0.0209
H 1.8544 1.2981 -0.0832

The value obtained for the highest occupied orbital energy (alpha / beta) is -3.470 / -3.469 eV. As for the LUMO energy (alpha / beta): 4.278 / 4.278 eV. The orbital gap (alpha / beta) comes out at 0.285 / 0.285 hartree. Its charge is -1.



## 2
This record from the Open Molecules 2025 dataset describes an isolated ion of composition H2N2O4P and charge -1. The level of theory is wB97M-V/def2-TZVPD.

Cartesian coordinates (Å):
N 0.0920 -0.1463 0.0423
P 1.5917 0.7086 -0.0593
O 1.7828 1.5380 1.1623
O 1.6903 1.3581 -1.4928
N 2.6946 -0.6974 0.1070
O 2.2295 -1.8299 -0.0676
O 3.8160 -0.4298 0.3302
H 0.0387 -0.0082 1.1243
H -0.5694 0.5295 -0.3991

The value obtained for the highest occupied orbital energy is -5.544 eV. As for the LUMO energy: 4.317 eV. The orbital gap comes out at 0.362 hartree. Its charge is -1.



## 3
This record from the Open Molecules 2025 dataset describes an isolated ion of composition H2N2O4P and charge -1. The level of theory is wB97M-V/def2-TZVPD.

Cartesian coordinates (Å):
N 1.5049 0.0242 0.2423
P -0.0424 0.5232 -0.2611
O -0.1497 0.4843 -1.9072
O -0.4608 1.7045 0.4951
N -1.2577 -0.7930 0.2165
O -1.0042 -1.8960 -0.2497
O -2.2561 -0.6230 0.8318
H 2.1223 0.0400 -0.4973
H 1.5437 0.5358 1.1297

The value obtained for the highest occupied orbital energy is -5.250 eV. As for the LUMO energy: 4.272 eV. The orbital gap comes out at 0.350 hartree. Its charge is -1.



2 is favored, and the nearest alternative lies 30.1 kJ/mol above it.